31
Properties=species:S:1:pos:R:3:forces:R:3 method="wB97M-V/def2-TZVPD" e_lumo_ev=0.8 gap_ev=8.785 energy_ev=-24515.35489 smiles="C1=CCP(c2ccccc2)C=C1.C=NC" largest_force_ev_per_a=4.05 total_charge=0
C 0.64394 -2.12598 2.03684 0.83 -0.76 1.21
C -0.17756 -2.29812 0.95180 -0.28 -0.21 0.07
C 1.26007 -0.91226 2.14542 2.98 0.85 2.00
C -0.50718 -1.24520 0.11450 0.43 0.99 -1.10
C 1.03888 0.13640 1.32430 -1.11 0.91 -3.41
C 0.16166 0.00857 0.23959 -1.89 -1.47 1.73
C -2.53799 2.22795 1.59664 -2.54 -1.80 1.84
C -3.02066 1.33127 0.54385 1.02 -0.56 -1.05
C -1.50065 3.01293 1.59540 0.69 -0.78 -0.68
C -0.50671 2.94506 0.54195 0.03 -0.33 -2.80
C -2.27027 0.88647 -0.52657 -1.24 2.38 3.04
C 3.10369 -0.81602 -2.46379 2.88 0.78 -0.86
C 1.22329 -2.11693 -2.94884 -0.61 0.78 3.69
N 1.88773 -0.94117 -2.34346 -1.73 -0.71 -1.22
P -0.52103 1.43023 -0.67486 -0.25 0.60 -0.36
H 0.88304 -2.92827 2.80583 -0.41 0.95 -1.39
H -0.47914 -3.30627 0.83035 -1.01 -0.65 -0.57
H 2.14327 -0.72324 2.79537 -1.01 -0.60 0.24
H -1.24801 -1.32567 -0.71145 0.67 -0.42 0.77
H 1.54493 1.07421 1.20676 0.83 0.25 1.30
H -3.13356 2.16721 2.55200 0.25 0.54 -1.23
H -4.08418 1.04747 0.69200 0.78 0.05 -0.51
H -1.45273 3.72771 2.34189 0.64 1.20 1.61
H 0.52619 3.05517 0.80542 0.57 0.03 0.66
H -2.87126 0.39182 -1.22749 -0.06 -0.98 -1.35
H 3.51563 0.15239 -2.20583 0.33 0.07 0.66
H -0.66360 3.79654 -0.14630 0.07 -0.21 -0.01
H 3.86664 -1.48751 -2.94406 -0.94 0.03 0.17
H 1.68873 -2.64220 -3.73547 0.72 -0.06 -1.32
H 1.27778 -2.80497 -2.05941 -0.98 0.13 -0.93
H 0.20904 -1.71758 -3.13239 0.36 -1.03 -0.21